11
Properties=species:S:1:pos:R:3 method="wB97M-V/def2-TZVPD" largest_force_ev_per_a=4.09 de_lowest_kcal_mol=26.5 smiles="C=NC(N)=[NH2+]" gap_ev=10.8 homo_energy_ev=-15.35 total_charge=+1 mol_weight_g_mol=72.09
N 0.991 -1.092 -0.070
N -0.835 0.132 -0.329
N 1.179 1.216 0.008
C -2.014 -0.052 0.141
C 0.448 0.108 -0.022
H -2.561 -0.173 -0.694
H 2.169 1.364 -0.312
H -2.338 -0.492 1.110
H 1.935 -1.177 0.131
H 0.402 -1.919 0.084
H 0.622 2.084 -0.048

=====

12
Properties=species:S:1:pos:R:3 method="wB97M-V/def2-TZVPD" largest_force_ev_per_a=3.50 de_lowest_kcal_mol=126.9 gap_ev=10.2 homo_energy_ev=-16.66 total_charge=+1 mol_weight_g_mol=88.09
O 1.378 0.033 -0.719
N -0.277 -1.306 -0.468
N -2.080 0.047 0.214
N 0.995 -1.158 -0.688
C -0.843 -0.106 -0.221
C 0.318 0.906 -0.420
H -2.555 -0.854 0.176
H 0.553 1.534 0.358
H 0.113 1.607 -1.251
H 2.060 -0.798 1.275
H -2.442 0.906 0.700
H 2.781 -0.811 1.044

=====

12
Properties=species:S:1:pos:R:3 method="wB97M-V/def2-TZVPD" largest_force_ev_per_a=6.38 de_lowest_kcal_mol=87.0 smiles="[NH3+][C@H]1N=CON1" gap_ev=10.6 homo_energy_ev=-14.28 total_charge=+1 mol_weight_g_mol=88.09
O 1.726 -0.563 0.266
N 0.594 1.224 -0.386
N 0.479 -1.019 -0.174
N -1.464 0.009 0.446
C 1.662 0.788 0.184
C -0.260 0.150 -0.634
H -0.534 0.063 -1.710
H 0.741 -1.863 -0.651
H -2.310 -0.315 0.017
H 2.430 1.317 0.510
H -1.275 -0.676 1.190
H -1.789 0.886 0.943

=====

12
Properties=species:S:1:pos:R:3 method="wB97M-V/def2-TZVPD" largest_force_ev_per_a=5.00 de_lowest_kcal_mol=120.4 gap_ev=9.6 homo_energy_ev=-14.63 total_charge=+1 mol_weight_g_mol=88.09
O -0.414 -0.726 0.894
N 2.890 -0.307 0.088
N 4.017 -0.159 -0.118
N 1.761 -0.424 0.041
C -0.778 -0.569 -0.267
C -1.916 0.270 -0.616
H -1.494 1.274 -0.943
H 4.842 0.496 0.161
H -0.254 -1.124 -1.066
H -2.524 0.468 0.155
H -2.501 -0.298 -1.412
H 0.479 -1.270 0.941

=====

12
Properties=species:S:1:pos:R:3 method="wB97M-V/def2-TZVPD" largest_force_ev_per_a=3.93 de_lowest_kcal_mol=78.0 smiles="NC(=O)N1C[NH2+]1" gap_ev=10.5 homo_energy_ev=-15.64 total_charge=+1 mol_weight_g_mol=88.09
O -0.999 1.331 0.265
N -2.023 -0.697 -0.013
N 0.196 -0.402 -0.614
N 1.188 0.629 -0.512
C -1.026 0.159 -0.056
C 1.581 -0.234 0.570
H 1.233 -0.001 1.563
H 0.596 1.504 -0.197
H -2.937 -0.380 0.278
H 2.290 -1.020 0.376
H 1.814 0.750 -1.314
H -1.912 -1.640 -0.348

=====

13
Properties=species:S:1:pos:R:3 method="wB97M-V/def2-TZVPD" largest_force_ev_per_a=2.97 de_lowest_kcal_mol=102.9 gap_ev=8.6 homo_energy_ev=-13.51 total_charge=+1 mol_weight_g_mol=104.09
O 1.773 -0.214 -1.645
O -0.103 0.337 -2.578
N -0.840 1.450 1.279
N 0.681 0.235 -1.464
N 0.984 -1.448 0.431
C -0.761 0.123 1.153
C 0.105 -0.556 0.391
H 1.131 -2.029 -0.366
H -1.616 1.763 1.850
H 1.625 -1.638 1.178
H -0.347 2.001 0.633
H -1.535 -0.543 1.444
H -1.098 0.520 -2.306

=====

13
Properties=species:S:1:pos:R:3 method="wB97M-V/def2-TZVPD" largest_force_ev_per_a=3.06 de_lowest_kcal_mol=142.2 gap_ev=9.2 homo_energy_ev=-13.85 total_charge=+1 mol_weight_g_mol=104.09
O 2.052 -0.844 1.078
O -0.031 -0.473 1.700
N 0.572 0.219 -1.881
N 1.097 0.031 1.083
N -1.155 0.232 1.341
C -1.250 0.249 -0.137
C 0.072 0.177 -0.721
H 1.575 0.094 -2.012
H -1.831 1.124 -0.443
H 0.024 0.391 -2.730
H 1.785 -1.724 1.430
H -1.806 -0.652 -0.431
H -1.103 1.175 1.723

=====

12
Properties=species:S:1:pos:R:3 method="wB97M-V/def2-TZVPD" largest_force_ev_per_a=6.05 de_lowest_kcal_mol=30.0 gap_ev=8.7 homo_energy_ev=-20.17 total_charge=+2 mol_weight_g_mol=103.06
P -2.069 0.338 -0.216
N -0.002 1.677 -0.059
N 1.132 -0.331 -0.056
N -1.078 -1.053 0.003
C 0.203 -1.226 -0.184
C 1.100 1.004 -0.089
H 2.073 -0.781 -0.212
H 0.529 -2.288 -0.236
H -1.464 -2.035 -0.032
H 0.042 2.632 0.034
H -2.430 0.491 1.244
H 1.963 1.572 -0.197

=====

12
Properties=species:S:1:pos:R:3 method="wB97M-V/def2-TZVPD" largest_force_ev_per_a=2.62 de_lowest_kcal_mol=69.1 smiles="N=[P@@H]1C=[NH+]C=[NH+]1" gap_ev="8.0 / 8.0" homo_energy_ev="-19.77 / -19.77" total_charge=+2 mol_weight_g_mol=103.06
P 0.704 -0.266 1.065
N 0.431 -1.149 -0.525
N -0.503 0.815 -0.994
N -0.615 -0.505 1.863
C -0.167 1.169 0.322
C -0.042 -0.363 -1.492
H 2.207 -0.513 1.418
H 0.798 -2.108 -0.776
H -1.099 -0.106 2.741
H -0.575 2.147 0.655
H -0.857 1.448 -1.729
H -0.283 -0.569 -2.549

=====

12
Properties=species:S:1:pos:R:3 method="wB97M-V/def2-TZVPD" largest_force_ev_per_a=4.79 de_lowest_kcal_mol=29.7 smiles="N[C@@H]1[NH+]=CNS1" gap_ev=8.7 homo_energy_ev=-13.03 total_charge=+1 mol_weight_g_mol=104.16
S -1.062 1.387 -0.822
N -1.172 -0.381 1.631
N 0.455 0.972 -1.493
N 0.780 -0.318 0.258
C 1.318 0.236 -0.839
C -0.670 -0.461 0.395
H -2.182 -0.581 1.788
H 1.336 -1.077 0.680
H 0.698 1.393 -2.512
H -0.759 0.166 2.383
H 2.311 -0.039 -1.146
H -1.054 -1.298 -0.322

=====

13
Properties=species:S:1:pos:R:3 method="wB97M-V/def2-TZVPD" largest_force_ev_per_a=5.68 de_lowest_kcal_mol=76.6 smiles="[H]/N=C(/N)C(=O)NN" gap_ev=9.4 homo_energy_ev=-8.98 mol_weight_g_mol=102.10
O -0.533 -1.585 1.157
N 1.658 -0.083 -1.284
N 0.742 -0.932 -0.603
N -0.352 1.751 -0.066
N -2.014 0.609 1.036
C -0.926 0.603 0.211
C -0.249 -0.661 0.341
H 2.546 -0.152 -0.730
H 0.628 1.452 -0.308
H -2.407 -0.381 1.454
H -2.244 1.538 1.241
H 1.775 -0.363 -2.287
H 1.374 -1.796 -0.163

=====

13
Properties=species:S:1:pos:R:3 method="wB97M-V/def2-TZVPD" largest_force_ev_per_a=6.80 de_lowest_kcal_mol=197.3 gap_ev=9.5 homo_energy_ev=-8.92 mol_weight_g_mol=102.10
O 0.634 2.197 -1.730
N -0.131 0.977 -0.979
N 1.098 -0.484 0.453
N 0.295 -1.613 0.318
N -1.412 -0.373 1.355
C 0.869 0.806 -0.147
C -1.158 -1.360 0.542
H 1.904 -0.500 1.492
H -2.336 -0.001 1.644
H -0.242 2.527 -2.193
H 2.172 1.421 -0.125
H -1.923 -2.123 0.117
H 0.230 -1.474 -0.747